No. 1
This record from OMol25 describes a structure of composition C37H57AlF5InMgN3NaO15P2 at a distorted geometry. The level of theory is ωB97M-V/def2-TZVPD.

Element x y z (Å)
C: 3.6636 1.7211 3.1807
C: 4.1280 2.3423 2.2294
C: 4.6207 3.1858 1.0022
In: 2.6850 3.9193 -0.0312
C: 1.6013 5.4285 1.2616
C: 2.3940 5.7407 2.6354
C: 1.3913 5.9489 3.8762
C: 1.8363 5.0589 5.1451
C: 0.9903 3.7264 5.2968
C: 1.2397 3.0957 6.7686
C: 1.7914 1.6024 6.7279
C: 3.3639 1.4436 6.9559
C: 4.2336 2.7267 6.6092
C: 5.8055 2.4248 6.7065
C: 6.3323 1.5305 5.4903
C: 7.1998 2.3369 4.4182
P: 3.0290 4.6640 -2.4346
O: 1.8003 5.4138 -2.9337
P: 1.1572 1.8332 -0.0997
N: 2.0645 0.4220 0.4756
O: -0.0267 2.1067 1.1036
H: 2.9180 1.4330 3.9744
H: 5.3149 4.0541 1.3183
H: 5.2226 2.5140 0.2651
H: 1.3224 6.3776 0.7101
H: 0.6182 4.9528 1.5952
H: 3.1014 4.8712 2.8531
H: 3.0324 6.6733 2.5335
H: 0.3261 5.6338 3.6086
H: 1.3241 7.0540 4.1504
H: 1.7377 5.6848 6.0889
H: 2.9343 4.8285 4.9806
H: -0.1101 3.9960 5.2246
H: 1.1913 2.9633 4.4758
H: 1.8617 3.8213 7.3650
H: 0.2144 3.0778 7.2724
H: 1.2799 1.0360 7.5754
H: 1.4393 1.1158 5.7648
H: 3.5180 1.1805 8.0476
H: 3.7819 0.5763 6.3392
H: 3.9906 3.5421 7.3584
H: 4.0265 3.0763 5.5545
H: 6.3847 3.4035 6.6689
H: 6.0588 1.9636 7.7191
H: 6.9869 0.6959 5.9098
H: 5.4505 1.0120 5.0073
H: 8.1668 1.7782 4.1834
H: 6.6307 2.4189 3.4386
H: 7.5043 3.3713 4.7589
H: 4.2179 5.4339 -2.6828
H: 3.1108 3.4711 -3.2484
H: 3.0683 0.5028 0.2967
H: 1.8820 0.3010 1.4856
H: -0.2564 1.2613 1.5446
Mg: 6.7982 3.1694 0.2358
O: 9.9781 2.4215 -0.8551
H: 10.9163 2.3172 -0.6809
Al: 3.7036 7.3585 -2.0857
F: 2.0017 8.5979 -2.3721
C: -0.8896 0.7645 -3.3247
C: -2.0760 -0.1411 -3.4427
O: -1.6147 -1.1648 -4.3035
C: -0.2674 -1.2412 -4.0905
O: 0.4131 -2.1538 -4.4324
O: 0.1994 -0.1434 -3.4303
F: -3.1141 0.4924 -4.0405
H: -0.8337 1.4934 -4.1379
H: -0.8654 1.2976 -2.3730
H: -2.4054 -0.5778 -2.4961
C: 12.0856 1.0558 2.4310
C: 12.3532 0.7494 3.7634
C: 13.8344 0.7511 4.1076
O: 14.2736 0.5795 5.2270
C: 14.7959 0.9678 3.0155
C: 14.5270 1.2613 1.6789
C: 13.0437 1.3646 1.3605
O: 12.5988 1.6815 0.2765
O: 15.3388 1.4409 0.7743
O: 11.5399 0.4940 4.6501
H: 11.0529 1.0880 2.0982
H: 15.8296 0.8840 3.3340
Na: -0.2035 8.0320 -1.8621
C: -6.3849 -2.9028 -6.0458
O: -6.6369 -2.6940 -4.8738
N: -5.2272 -2.5643 -6.6710
C: -4.9999 -2.8462 -8.0736
C: -4.1872 -1.9003 -5.9088
H: -7.1065 -3.4011 -6.7129
H: -4.1240 -3.4925 -8.1711
H: -4.8205 -1.9066 -8.6027
H: -5.8628 -3.3454 -8.5151
H: -3.8883 -2.5415 -5.0770
H: -4.5814 -0.9651 -5.5061
H: -3.3239 -1.6927 -6.5402
C: -9.0506 -5.6890 -5.4940
C: -9.7240 -5.1424 -6.7428
O: -9.8489 -6.0940 -7.7878
C: -10.9633 -7.0175 -7.7637
O: -12.1060 -6.3886 -7.6322
C: -10.7817 -8.1866 -6.7295
F: -9.4956 -8.6140 -6.7042
F: -11.5165 -9.2665 -7.0781
F: -11.1116 -7.8835 -5.4613
H: -8.2301 -6.3623 -5.7480
H: -8.6622 -4.8700 -4.8836
H: -9.7530 -6.2365 -4.8763
H: -9.0735 -4.3595 -7.1487
H: -10.6721 -4.6511 -6.5051
H: -10.8026 -7.5509 -8.7209
C: -10.7719 -5.1668 1.0666
C: -10.5550 -6.5382 1.1361
C: -9.9760 -7.2058 0.0644
C: -9.6144 -6.4886 -1.0697
C: -9.8346 -5.1189 -1.1502
C: -10.4166 -4.4585 -0.0756
N: -8.9801 -7.1845 -2.1938
O: -8.8189 -8.3914 -2.0975
O: -8.6481 -6.5160 -3.1570
H: -11.2194 -4.6471 1.9076
H: -10.8350 -7.0869 2.0282
H: -9.8117 -8.2746 0.1293
H: -9.5587 -4.5564 -2.0346
H: -10.5904 -3.3897 -0.1266

Forces on atoms 1 to 2 (eV/Å):
-0.807 1.368 -0.779
0.494 0.447 -0.531

For the HOMO-LUMO gap, the calculation gives 0.021 hartree. As for the max |F|: 3.276 eV/Å. Its charge is 0. For the HOMO energy, the calculation gives -5.644 eV.

---

No. 2
This record from OMol25 describes a cluster of 12 separate species, C37H57F5O36 in total at a distorted geometry. The level of theory is ωB97M-V/def2-TZVPD.

Element x y z (Å)
O: 3.9089 -4.9781 -6.9286
C: 4.2507 -4.5385 -8.0203
O: 4.0875 -5.1229 -9.1888
C: 4.4344 -4.1891 -10.1896
C: 4.2877 -2.8796 -9.4858
F: 3.0638 -2.3207 -9.6393
O: 4.6583 -3.2738 -8.2042
H: 5.4899 -4.2583 -10.4527
H: 3.8393 -4.2910 -11.0971
H: 4.9675 -2.1010 -9.8318
O: 10.5402 1.3549 -6.5058
C: 10.6294 1.1200 -5.3401
O: 9.6441 1.2567 -4.4670
C: 10.0846 1.0959 -3.2062
C: 11.5340 0.6978 -3.3037
F: 11.7340 -0.5357 -2.8718
O: 11.7438 0.7155 -4.6877
H: 10.0754 2.0877 -2.7543
H: 9.5218 0.4129 -2.5699
H: 12.2225 1.3266 -2.7391
O: -10.8843 -0.0490 4.4233
C: -11.4065 -0.0588 5.5050
O: -12.0512 -1.1072 6.0308
C: -12.3314 -0.7581 7.4054
C: -12.7294 0.7042 7.2182
F: -12.5918 1.2587 8.4315
O: -11.6745 1.0277 6.2682
H: -13.0935 -1.3572 7.9038
H: -11.4098 -0.7021 7.9848
H: -13.6969 0.8077 6.7268
O: -7.8416 -2.3270 -7.1834
C: -8.0156 -1.4210 -6.3329
O: -8.9134 -0.5080 -6.5663
C: -8.8870 0.3964 -5.4783
C: -7.5733 0.1370 -4.9161
F: -7.5924 0.2861 -3.5816
O: -7.3652 -1.2249 -5.2316
H: -8.8515 1.4288 -5.8262
H: -9.6361 0.1774 -4.7173
H: -6.7339 0.7642 -5.2164
O: -5.7723 4.0983 7.7879
C: -6.0038 3.5971 8.8546
O: -6.6465 2.4207 9.1023
C: -6.8075 2.1393 10.4728
C: -6.2071 3.3694 11.0621
F: -5.3415 3.0354 11.9996
O: -5.5783 4.1168 10.0378
H: -7.8243 1.9875 10.8350
H: -6.2248 1.2457 10.6965
H: -6.9575 4.0261 11.5022
C: 1.0721 -9.0546 -0.2864
C: 0.3952 -7.6790 -0.1179
C: -0.7874 -7.3857 -1.0482
O: -1.7232 -7.0443 -0.1345
C: -1.4795 -7.4937 1.0970
O: -2.3203 -7.6470 1.9832
O: -0.2063 -7.6942 1.1693
H: 1.8000 -9.3086 0.4840
H: 1.4530 -9.3455 -1.2654
H: 0.3576 -9.8096 0.0415
H: 1.0541 -6.8109 -0.1026
H: -1.1627 -8.1897 -1.6813
H: -0.4874 -6.5894 -1.7294
C: -7.5516 8.7369 -5.6975
O: -6.7691 8.0715 -4.7574
C: -7.2194 7.4557 -3.6885
O: -8.3961 7.1912 -3.5658
O: -6.2584 7.1558 -2.8954
C: -6.4270 6.6422 -1.6138
H: -8.5676 8.3484 -5.7667
H: -7.0693 8.7516 -6.6749
H: -7.5627 9.8005 -5.4591
H: -7.1279 7.2374 -1.0286
H: -5.4634 6.5312 -1.1166
H: -6.9203 5.6729 -1.6861
C: 5.4868 7.7182 0.2388
O: 5.7141 6.3390 0.3725
C: 5.5158 5.7418 1.5394
O: 5.1489 6.2416 2.5395
O: 5.6707 4.4286 1.3667
C: 5.5465 3.4586 2.4230
H: 5.8842 8.3563 1.0281
H: 4.3988 7.7290 0.1739
H: 5.8674 8.0627 -0.7227
H: 6.1435 3.7720 3.2795
H: 5.8061 2.4506 2.0996
H: 4.5506 3.4771 2.8656
C: 7.8234 -6.2728 -0.6756
O: 8.0246 -7.6745 -0.6810
C: 9.1002 -8.1146 -1.3375
O: 10.0153 -7.4778 -1.8290
O: 9.0204 -9.4246 -1.4526
C: 9.9251 -10.2345 -2.2648
H: 7.2516 -6.0482 0.2248
H: 7.3368 -5.9796 -1.6059
H: 8.7624 -5.7234 -0.6088
H: 9.6922 -11.2490 -2.5884
H: 10.9039 -10.2686 -1.7864
H: 10.1379 -9.7114 -3.1971
C: -2.6255 -0.3376 1.8382
O: -1.3894 -0.4842 1.2137
C: -1.0949 0.3178 0.1496
O: -1.7947 1.2347 -0.3187
O: 0.0875 -0.1069 -0.3966
C: 0.6584 0.6250 -1.4726
H: -2.5718 0.3107 2.7128
H: -2.9288 -1.3461 2.1193
H: -3.4144 -0.0218 1.1555
H: 0.0699 0.6173 -2.3901
H: 1.5465 0.0739 -1.7817
H: 0.7846 1.6674 -1.1801
C: 1.3026 -3.2258 14.6367
O: 0.1331 -3.1455 13.7815
C: 0.2746 -2.8764 12.4796
O: 1.3154 -2.7023 11.8339
O: -0.9184 -2.7395 11.9125
C: -0.9859 -2.1805 10.5830
H: 1.3316 -4.1526 15.2097
H: 1.3622 -2.4198 15.3681
H: 2.2032 -3.2354 14.0228
H: -0.5670 -2.8416 9.8244
H: -0.5966 -1.1643 10.5199
H: -2.0159 -2.0513 10.2504
C: 5.2556 6.2433 -8.7192
O: 4.2367 5.5746 -8.0266
C: 3.2825 6.2901 -7.5421
O: 3.1578 7.5158 -7.5131
O: 2.5056 5.4473 -6.9822
C: 1.3604 5.8190 -6.2147
H: 6.0751 6.3149 -8.0040
H: 4.9404 7.2558 -8.9712
H: 5.5705 5.6963 -9.6079
H: 0.8466 6.7091 -6.5778
H: 1.5579 6.0531 -5.1686
H: 0.6106 5.0349 -6.3191

Forces on atoms 1 to 2 (eV/Å):
1.470 0.585 -2.675
-2.282 -0.928 3.807

For the HOMO-LUMO gap, the calculation gives 0.398 hartree. As for the max |F|: 7.877 eV/Å. Its charge is 0. For the HOMO energy, the calculation gives -10.595 eV. Its structure (SMILES) is O=C1OC[C@@H](F)O1.O=C1OC[C@@H](F)O1.O=C1OC[C@@H](F)O1.O=C1OC[C@@H](F)O1.O=C1OC[C@@H](F)O1.C[C@H]1COC(=O)O1.COC(=O)OC.COC(=O)OC.COC(=O)OC.COC(=O)OC.COC(=O)OC.COC(=O)OC.

---

No. 3
This record from OMol25 describes a cluster of 15 separate species, C37H57N16O3 in total at a distorted geometry. The level of theory is ωB97M-V/def2-TZVPD.

Element x y z (Å)
C: 0.7755 -1.9101 1.3034
O: 0.5807 -0.4996 1.0236
C: 0.6858 0.3243 2.1973
N: 2.0661 0.2623 2.8797
N: 2.0438 -0.1004 4.1601
C: 3.2861 -0.1769 4.8331
C: 4.6884 0.1736 4.1922
C: 4.6077 0.5945 2.6777
C: 3.1599 0.6347 2.0426
O: 3.0827 1.0454 0.6992
C: 3.6048 0.0102 -0.2058
C: 4.4033 0.8180 -1.3669
C: 4.4078 0.0417 -2.7760
O: 5.7300 1.1348 -0.8644
H: -0.1920 -2.5199 1.1610
H: 1.1900 -2.1420 2.3409
H: 1.5360 -2.2895 0.5214
H: 0.5986 1.4132 1.8283
H: -0.1603 0.1772 2.9590
H: 3.2817 -0.4959 5.9386
H: 5.6705 0.1162 4.7668
H: 5.5431 0.8628 2.0802
H: 2.7484 -0.5348 -0.7572
H: 4.2946 -0.7399 0.3264
H: 3.8813 1.8293 -1.5705
H: 4.8507 -1.0135 -2.7085
H: 3.3530 -0.0324 -3.2069
H: 5.0322 0.6351 -3.5389
H: 6.1338 0.2696 -0.6368
C: 5.3650 3.9660 0.7691
C: 6.4575 4.8731 1.1306
N: 7.3158 5.5851 1.4145
H: 4.5421 4.4992 0.2866
H: 5.6985 3.1888 0.0759
H: 4.9530 3.4619 1.6474
C: -2.9789 -3.7121 -1.1447
C: -1.5378 -3.7210 -0.8778
N: -0.4048 -3.7274 -0.6649
H: -3.3700 -4.7233 -1.2771
H: -3.5382 -3.2534 -0.3251
H: -3.2164 -3.1527 -2.0519
C: 0.4380 -2.8094 -4.6413
C: -0.8722 -3.3978 -4.3559
N: -1.9017 -3.8610 -4.1301
H: 0.3482 -1.7818 -5.0019
H: 1.0708 -2.7862 -3.7506
H: 0.9755 -3.3753 -5.4069
C: -2.6018 3.2074 2.4072
C: -2.2889 1.9403 3.0757
N: -2.0465 0.9460 3.6061
H: -1.9035 3.4172 1.5934
H: -3.6062 3.1971 1.9775
H: -2.5543 4.0509 3.0998
C: -6.0363 -6.1272 1.0682
C: -5.6921 -4.7195 0.8560
N: -5.4221 -3.6123 0.6891
H: -5.9029 -6.4213 2.1122
H: -7.0757 -6.3305 0.8039
H: -5.4130 -6.7893 0.4626
C: -8.5567 -4.1320 -2.5637
C: -8.2707 -5.4015 -1.8905
N: -8.0460 -6.3990 -1.3615
H: -7.8463 -3.9364 -3.3702
H: -9.5569 -4.1272 -3.0033
H: -8.5020 -3.2891 -1.8707
C: 1.4805 4.1218 0.5831
C: 0.6455 5.3256 0.5748
N: -0.0102 6.2706 0.5682
H: 0.8835 3.2206 0.7377
H: 2.0161 3.9977 -0.3611
H: 2.2286 4.1571 1.3792
C: 1.0857 -6.9423 -7.0304
C: 1.4332 -5.5340 -7.2379
N: 1.7043 -4.4265 -7.4013
H: 1.2152 -7.2393 -5.9873
H: 0.0470 -7.1434 -7.2972
H: 1.7099 -7.6039 -7.6358
C: -2.7712 9.0777 2.3100
C: -2.5650 7.6454 2.5364
N: -2.4029 6.5204 2.7143
H: -2.0761 9.4714 1.5646
H: -3.7820 9.2872 1.9525
H: -2.6249 9.6555 3.2261
C: -2.6025 -2.3400 -7.5048
C: -3.5590 -2.6679 -8.5653
N: -4.3108 -2.9259 -9.3978
H: -2.6870 -3.0284 -6.6602
H: -1.5712 -2.3912 -7.8633
H: -2.7614 -1.3307 -7.1176
C: -3.1826 -8.5573 -8.1125
C: -2.1381 -8.8048 -7.1147
N: -1.3176 -8.9991 -6.3304
H: -3.1580 -7.5260 -8.4726
H: -3.0689 -9.2082 -8.9825
H: -4.1795 -8.7344 -7.7023
C: 0.6404 9.1489 5.0957
C: -0.1899 10.3562 5.0797
N: -0.8425 11.3046 5.0668
H: 0.0409 8.2501 5.2566
H: 1.1766 9.0173 4.1524
H: 1.3873 9.1859 5.8907
C: 2.1160 -4.9252 4.3606
C: 3.0407 -4.1036 3.5750
N: 3.7642 -3.4545 2.9538
H: 2.3124 -4.8381 5.4318
H: 1.0770 -4.6299 4.1954
H: 2.1985 -5.9829 4.1001
C: 2.0785 10.1131 9.1395
C: 1.1625 9.0804 8.6473
N: 0.4429 8.2691 8.2609
H: 3.1224 9.8125 9.0232
H: 1.9492 11.0545 8.6002
H: 1.9165 10.3210 10.1997

Forces on atoms 1 to 2 (eV/Å):
0.210 -1.703 -0.408
0.787 0.559 2.442

For the HOMO-LUMO gap, the calculation gives 0.304 hartree. As for the max |F|: 5.412 eV/Å. Its charge is +1. For the HOMO energy, the calculation gives -12.866 eV.

---

No. 4
This record from OMol25 describes a structure of composition C37H57N4OPTeTi. The level of theory is ωB97M-V/def2-TZVPD.

Element x y z (Å)
Ti: 0.3975 0.4683 0.7761
C: -1.2956 1.2245 2.1286
C: -0.1962 1.1044 3.0409
C: 0.2188 -0.2806 2.9983
C: -0.7028 -0.9480 2.1183
C: -1.6717 -0.0484 1.6255
C: -2.9452 -0.3265 0.8621
C: -3.1531 0.7361 -0.2231
C: -4.0779 -0.2326 1.9053
C: -2.9404 -1.7187 0.2344
C: 1.1974 -1.1710 3.7827
C: 2.4446 -0.5100 4.3755
C: 0.3683 -1.7692 4.9421
C: 1.6719 -2.3444 2.8988
C: 0.1886 2.2565 3.9737
C: 1.6289 2.7529 3.7998
C: -0.0568 1.7673 5.4183
C: -0.7573 3.4448 3.7673
H: -1.8638 2.1264 1.9727
H: -0.7001 -2.0126 1.9437
H: -3.1921 1.7474 0.1829
H: -4.0971 0.5631 -0.7395
H: -2.3640 0.6973 -0.9886
H: -4.1861 0.7824 2.2889
H: -3.9074 -0.9068 2.7454
H: -5.0202 -0.5143 1.4346
H: -2.1700 -1.8108 -0.5372
H: -3.9062 -1.9036 -0.2351
H: -2.7902 -2.5005 0.9818
H: 2.2399 0.3536 4.9963
H: 3.2061 -0.2320 3.6328
H: 2.9459 -1.2424 5.0084
H: 0.0775 -1.0159 5.6708
H: 0.9691 -2.5188 5.4577
H: -0.5356 -2.2567 4.5740
H: 2.0376 -2.0204 1.9172
H: 0.8912 -3.0900 2.7469
H: 2.4950 -2.8533 3.3993
H: 2.3771 1.9638 3.8191
H: 1.8739 3.4350 4.6145
H: 1.7509 3.3204 2.8724
H: 0.7050 1.0807 5.7760
H: -1.0327 1.2883 5.5129
H: -0.0520 2.6313 6.0828
H: -0.7893 3.7859 2.7347
H: -0.4143 4.2787 4.3789
H: -1.7747 3.2111 4.0845
O: 2.3685 0.4475 1.2109
C: 3.3931 0.3950 0.1756
C: 2.6954 0.4515 -1.1556
C: 3.4031 0.5930 -2.3366
C: 2.7019 0.6109 -3.5338
C: 1.3137 0.4924 -3.5199
C: 0.6754 0.3730 -2.3057
N: 1.3535 0.3453 -1.1383
H: 2.7457 0.5003 2.1092
H: 3.9408 -0.5419 0.2943
H: 4.0757 1.2347 0.3119
H: 4.4816 0.6855 -2.3216
H: 3.2320 0.7235 -4.4714
H: 0.7383 0.5121 -4.4354
H: -0.4050 0.2956 -2.2432
C: -0.2808 -6.0359 -2.9368
N: -0.1627 -6.2221 -1.4078
C: 1.3179 -6.5089 -1.0837
N: 2.1449 -5.4681 -1.5825
C: 1.9738 -5.3179 -3.0274
N: 0.5895 -5.0035 -3.3723
C: 0.1785 -3.6755 -2.9289
P: 0.2809 -3.4646 -1.0806
C: -0.6735 -5.0175 -0.6686
C: 1.9748 -4.2085 -0.8662
H: -1.3260 -5.8186 -3.1534
H: -0.0001 -6.9939 -3.3742
H: -0.7189 -7.0357 -1.1334
H: 1.5494 -7.4591 -1.5646
H: 1.3940 -6.6130 -0.0019
H: 2.2616 -6.2471 -3.5193
H: 2.6271 -4.5246 -3.3870
H: -0.8499 -3.4959 -3.2526
H: 0.8017 -2.9246 -3.4195
H: -1.7221 -4.8880 -0.9436
H: -0.6340 -5.2366 0.3992
H: 2.1683 -4.3718 0.1974
H: 2.7275 -3.5006 -1.2221
C: 0.2829 3.7296 -1.8776
Te: 0.8765 3.2507 0.1379
C: -0.3437 4.9831 0.5601
C: 0.0887 5.8519 -0.5872
C: 0.1971 7.2289 -0.4588
C: 0.5655 7.9895 -1.5603
C: 0.8500 7.3772 -2.7735
C: 0.7748 5.9953 -2.8979
C: 0.3844 5.2331 -1.8082
H: -0.7332 3.3601 -2.0242
H: 0.9641 3.2770 -2.5930
H: -0.1124 5.3814 1.5429
H: -1.3848 4.6623 0.5036
H: -0.0139 7.7122 0.4866
H: 0.6422 9.0639 -1.4661
H: 1.1460 7.9771 -3.6230
H: 1.0144 5.5250 -3.8433

Forces on atoms 1 to 2 (eV/Å):
-0.075 0.635 -0.259
0.039 -0.100 0.212

For the HOMO-LUMO gap, the calculation gives 0.193 hartree. As for the max |F|: 0.690 eV/Å. Its charge is +4. For the HOMO energy, the calculation gives -17.726 eV. The energy above the lowest of the compared OMol25 structures with the same formula, charge and spin comes out at 52.42 kcal per mole.